No. 1
Molecular formula: H3N
Method: DFT, ωB97M-V/def2-TZVPD

Computed properties:
* HOMO-LUMO gap: 0.4296 hartree
* total charge: 0
* energy above the lowest of the compared OMol25 structures with the same formula, charge and spin: 1.11 kcal per mole
* multiplicity: 1
* structure (SMILES): N
* DFT total energy: -1538.7524 eV
* F_max: 1.7 eV Å⁻¹
* highest occupied orbital energy: -10.3 eV

Atoms and positions in Å:
N -0.0089 0.0488 -0.1083
H -0.6842 0.3938 0.5227
H -0.1285 -0.9241 -0.1048
H 0.8747 0.1889 0.3398

Just the Mulliken charges please, in e? Sure, here they are:
1. N -0.643
2. H 0.214
3. H 0.213
4. H 0.216



No. 2
Molecular formula: C3H8NO2
Method: DFT, ωB97M-V/def2-TZVPD

Computed properties:
* HOMO-LUMO gap (spin up / spin down): 0.2375 / 0.2068 hartree
* total charge: -1
* energy above the lowest of the compared OMol25 structures with the same formula, charge and spin: 180.15 kcal per mole
* multiplicity: 1
* DFT total energy: -8819.9803 eV
* F_max: 4.1 eV Å⁻¹
* highest occupied orbital energy (spin up / spin down): -2.2 / -1.4 eV

Atoms and positions in Å:
C 0.6781 -1.4619 -0.7522
C -1.0335 0.7613 1.4573
C -0.1557 -0.2538 -0.5278
N 1.2268 2.0678 -0.1853
O 0.7218 3.0797 -0.8710
O -0.7027 -0.4404 0.8259
H 1.4362 -1.1612 -1.6421
H 1.3598 -1.6122 0.1729
H 0.0024 -2.2432 -1.0063
H -0.2507 1.5047 1.7950
H -1.3994 0.5090 2.5787
H -1.9658 1.2746 0.9826
H -1.0916 0.0703 -1.1700
H 1.8889 1.4794 -0.6699

Just the Mulliken charges please, in e? Sure, here they are:
1. C -0.928
2. C -0.692
3. C -0.152
4. N -0.234
5. O -0.536
6. O -0.275
7. H 0.257
8. H 0.195
9. H 0.321
10. H 0.354
11. H 0.200
12. H 0.234
13. H 0.166
14. H 0.089



No. 3
Molecular formula: C7H10
Method: DFT, ωB97M-V/def2-TZVPD

Computed properties:
* HOMO-LUMO gap: 0.3856 hartree
* total charge: 0
* energy above the lowest of the compared OMol25 structures with the same formula, charge and spin: 57.91 kcal per mole
* multiplicity: 1
* structure (SMILES): C[C@]12C[C@@H]3[C@H](C1)[C@@H]32
* DFT total energy: -7418.5235 eV
* F_max: 1.3 eV Å⁻¹
* highest occupied orbital energy: -9.4 eV

Atoms and positions in Å:
C -0.4273 1.0101 1.6371
C -0.0959 0.1603 0.4288
C -1.2095 -0.6391 -0.2730
C -0.4116 -0.4531 -1.5569
C 1.0752 -0.5289 -1.1468
C 1.1327 -0.7556 0.3578
C 0.2926 0.7385 -0.9878
H -0.5295 0.4131 2.5520
H 0.3840 1.7285 1.7743
H -1.3551 1.5973 1.5392
H -1.4544 -1.6639 0.0357
H -2.0217 0.0559 -0.0660
H -0.6694 -0.6324 -2.6014
H 1.8661 -0.7234 -1.8657
H 1.0087 -1.7749 0.7480
H 2.0023 -0.2710 0.8088
H 0.4128 1.7388 -1.3841

Just the Mulliken charges please, in e? Sure, here they are:
1. C -1.582
2. C 0.740
3. C -0.692
4. C -0.461
5. C -0.451
6. C -0.604
7. C -0.466
8. H 0.327
9. H 0.368
10. H 0.374
11. H 0.288
12. H 0.305
13. H 0.394
14. H 0.392
15. H 0.284
16. H 0.327
17. H 0.458